Record 1
The following is a quantum chemistry calculation of a molecular structure, C30H24N7PtSbSe at a distorted geometry, from the OMol25 dataset.

The geometry in XYZ format:
```
64
Properties=species:S:1:pos:R:3:forces:R:3:mulliken_charge:R:1
Pt 0.614877 -0.211114 0.096986 2.086 2.638 0.357 0.80
C 1.604946 3.484184 0.884942 0.049 -0.009 -0.024 -0.93
C 1.607275 3.052198 -0.554225 -0.052 0.330 0.254 -0.08
C 2.296764 3.770067 -1.527453 -0.135 -0.079 0.032 -0.92
C 2.178711 3.398812 -2.850805 -0.018 0.005 0.039 -0.54
C 1.266950 2.406494 -3.187477 0.006 0.075 -0.106 -0.92
C 0.591524 1.750784 -2.179732 -0.198 -0.115 -0.099 0.20
N 0.849649 2.006444 -0.886728 -0.157 -1.012 0.273 0.36
Sb -1.402951 0.991180 -2.547648 0.035 0.018 -0.219 0.80
C -1.975610 1.383196 -0.496844 -0.202 0.165 -0.339 0.28
C -3.116203 2.129028 -0.301260 -0.098 0.087 0.071 -0.85
C -3.545520 2.398914 0.998392 0.024 -0.035 -0.153 -0.64
C -2.808230 1.909083 2.047942 0.164 -0.044 0.069 -0.95
C -1.653284 1.165413 1.787660 -0.209 0.168 0.647 0.76
C -0.818370 0.615348 2.897287 0.056 -0.092 0.150 -1.40
N -1.262238 0.928374 0.548691 -0.075 -1.083 -0.671 0.79
C -1.482633 -1.133659 -2.257870 0.094 0.108 -0.195 0.31
C -1.795067 -1.989345 -3.296979 0.024 -0.021 -0.141 -0.93
C -2.429381 -3.187639 -2.995332 -0.022 0.043 0.075 -0.52
C -2.815636 -3.424544 -1.690591 0.105 0.105 0.100 -1.04
C -2.448718 -2.515235 -0.696860 -0.148 -0.296 -0.233 0.39
C -2.943337 -2.664826 0.715361 -0.109 -0.044 -0.088 -1.10
N -1.717078 -1.440366 -0.985455 -0.624 -0.097 0.372 0.48
H 2.560976 3.904367 1.192351 0.036 0.015 0.009 0.46
H 1.336275 2.661074 1.543856 -0.025 -0.054 0.043 0.10
H 0.853521 4.263837 1.014278 -0.038 0.034 -0.008 0.34
H 2.896846 4.617329 -1.239934 0.092 0.116 0.062 0.55
H 2.722765 3.926374 -3.617679 0.093 0.053 -0.102 0.46
H 1.050907 2.188815 -4.222567 -0.032 -0.019 -0.084 0.51
H -3.677517 2.494746 -1.148624 -0.037 0.037 -0.053 0.50
H -4.440362 2.977015 1.174771 -0.066 0.037 0.001 0.45
H -3.104296 2.090289 3.070555 0.003 -0.004 0.041 0.53
H -1.243257 0.870774 3.863090 0.002 -0.004 0.082 0.52
H 0.199410 1.012143 2.853122 -0.052 -0.026 -0.002 0.13
H -0.749709 -0.474336 2.827434 -0.002 0.066 -0.004 0.15
H -1.596590 -1.714338 -4.322225 0.015 0.023 -0.086 0.49
H -2.686270 -3.883671 -3.777567 -0.025 -0.095 -0.103 0.46
H -3.413415 -4.285500 -1.438996 -0.067 -0.137 0.036 0.53
H -3.007993 -3.707142 1.023498 0.014 -0.042 0.020 0.42
H -3.948187 -2.246961 0.783148 -0.051 0.017 0.006 0.34
H -2.321208 -2.111752 1.415354 -0.069 0.120 0.084 0.16
Se 6.579237 -4.997597 -0.287374 -0.887 0.714 0.010 0.36
N 6.427613 -3.213427 -0.262682 -0.130 -0.082 0.073 -0.85
C 5.152967 -2.921519 -0.123416 0.601 -0.059 -0.065 0.96
C 4.638988 -1.561606 -0.023974 -0.034 0.068 0.011 0.29
C 5.445607 -0.426352 0.003446 -0.275 0.191 0.077 -0.67
C 4.830444 0.794574 0.191991 -0.220 -0.260 -0.006 -1.23
C 3.439732 0.865433 0.288007 0.430 -0.014 0.078 0.10
N 2.651753 -0.199363 0.198280 0.229 -0.057 -0.523 -0.22
C 3.259759 -1.395270 0.085009 0.776 0.262 -0.130 0.08
C 2.378098 -2.490184 0.174187 -0.175 -0.949 -0.130 0.14
N 1.082854 -2.154885 0.352895 -0.990 -0.583 0.223 -0.29
C 0.223602 -3.143403 0.567898 -0.049 -0.369 0.229 0.30
C 0.591645 -4.489671 0.560061 0.201 0.255 -0.086 -1.13
C 1.904962 -4.836855 0.322364 -0.207 0.244 0.048 -0.77
C 2.830905 -3.808480 0.144591 -0.112 0.031 -0.015 0.23
C 4.260493 -4.029919 -0.041468 0.156 -0.581 -0.023 0.99
N 4.810763 -5.221837 -0.116029 0.061 0.147 0.062 -0.85
H 6.514591 -0.527355 -0.083079 0.168 0.010 -0.027 0.59
H 5.401775 1.704415 0.269403 0.049 0.108 0.017 0.49
H 2.968059 1.799445 0.469865 -0.038 0.203 0.033 0.66
H -0.784552 -2.857619 0.783691 0.112 0.002 0.004 0.26
H -0.163309 -5.236102 0.742169 -0.090 -0.075 0.025 0.52
H 2.235377 -5.862075 0.298398 0.034 -0.159 0.000 0.60
```
Positions in Å, forces in eV/Å.

Computed properties:
ΔE to the lowest compared entry with this formula, charge and spin = 0.749 eV
net charge = +2
molar mass = 878.37 g mol⁻¹
largest force on an atom = 0.06577 hartree/bohr
E_tot = -4301.3671 hartree
LUMO = -6.45 eV

---

Record 2
The following is a quantum chemistry calculation of a molecular structure, C17H14Cl2FeN4O2S2, from the OMol25 dataset.

The geometry in XYZ format:
```
42
Properties=species:S:1:pos:R:3:forces:R:3:lowdin_spin:R:1
Fe -0.502280 0.585717 -0.016399 0.114 0.066 0.180 1.03
Cl 1.529580 1.194562 1.097691 -0.035 0.061 -0.027 -0.01
C 1.294621 2.946178 1.105102 -0.043 -0.008 -0.003 0.00
C 2.415672 3.741868 1.174443 -0.020 0.016 -0.001 0.00
C 2.230710 5.116559 1.191288 0.025 0.009 0.000 0.00
C 0.953916 5.648259 1.138952 0.009 -0.002 0.006 0.00
C -0.149182 4.812401 1.064772 0.005 -0.048 -0.014 0.00
Cl -1.724099 5.514346 1.002490 -0.016 -0.001 0.005 0.00
C -0.009513 3.422073 1.037192 0.045 -0.001 0.022 0.00
S -1.404935 2.359377 0.947186 -0.002 -0.029 -0.075 0.02
H 3.402360 3.302902 1.208663 0.005 0.005 0.000 0.00
H 3.087288 5.773792 1.240935 0.001 -0.004 0.001 0.00
H 0.799609 6.717832 1.147596 0.001 0.002 0.001 0.00
O 0.774729 1.270417 -3.612773 0.024 0.002 0.031 0.00
C 0.503612 0.849512 -2.518174 -0.074 -0.050 -0.136 0.00
O 0.109279 1.545133 -1.489700 -0.024 0.054 0.030 -0.01
C 0.645320 -0.631473 -2.212669 0.047 -0.028 0.084 0.00
C 0.915056 -1.561033 -3.227910 0.001 0.044 -0.013 0.00
C 1.015215 -2.875416 -2.887097 0.003 -0.040 -0.021 0.00
C 0.970581 -3.253720 -1.524138 0.001 -0.007 0.024 0.00
C 1.177887 -4.588087 -1.100317 0.001 0.012 -0.022 0.00
C 1.245707 -4.895139 0.227330 0.001 -0.008 0.017 0.00
C 1.151006 -3.870156 1.191195 0.002 -0.004 0.007 0.00
C 0.921772 -2.576174 0.812234 -0.020 0.006 -0.013 0.00
C 0.774084 -2.247891 -0.554538 0.009 0.051 -0.047 0.00
N 0.519081 -0.956588 -0.939727 -0.025 -0.138 -0.028 0.00
H 1.004084 -1.196958 -4.241216 -0.006 0.007 0.003 0.00
H 1.166929 -3.637590 -3.641468 0.003 -0.002 0.002 0.00
H 1.307648 -5.356768 -1.851568 -0.002 0.001 -0.003 0.00
H 1.415987 -5.914517 0.544275 0.001 0.000 0.002 0.00
H 1.294079 -4.108162 2.237004 -0.001 0.003 0.002 0.00
H 0.962748 -1.779588 1.545108 0.012 0.010 0.021 0.00
N -1.289461 -0.470344 1.600904 -0.058 -0.022 0.004 -0.01
N -2.694019 -0.533198 1.543644 0.061 -0.027 -0.031 0.00
C -3.312808 -0.411856 0.359069 0.031 0.010 -0.098 0.00
N -4.625300 -0.614543 0.322269 -0.023 0.032 -0.009 0.00
S -2.441934 -0.017872 -1.036687 -0.062 0.047 0.120 -0.03
H -0.923477 -1.414118 1.717576 -0.006 0.003 0.005 0.00
H -1.032165 0.114247 2.395426 0.021 0.015 -0.019 0.00
H -3.196979 -0.692965 2.403169 -0.007 -0.023 -0.008 0.00
H -5.159086 -0.892994 1.129027 0.001 -0.002 0.000 0.00
H -5.123332 -0.418009 -0.530139 -0.002 -0.012 0.002 0.00
```
Positions in Å, forces in eV/Å.

Computed properties:
ΔE to the lowest compared entry with this formula, charge and spin = 0.134 eV
net charge = +1
molar mass = 497.21 g mol⁻¹
largest force on an atom = 0.00434 hartree/bohr
E_tot = -4006.0436 hartree
LUMO (alpha / beta) = -3.91 / -3.79 eV
2S+1 = 2

---

Record 3
The following is a quantum chemistry calculation of C3H4N4O in the gas phase at a distorted geometry, from the OMol25 dataset.

The geometry in XYZ format:
```
12
Properties=species:S:1:pos:R:3:forces:R:3:mulliken_charge:R:1
H 0.521308 -2.589879 0.281350 -1.426 0.861 -1.219 0.24
N 0.036360 -1.987290 -0.470518 1.853 1.941 2.390 -0.63
C 0.129441 -0.724705 -0.087747 2.080 -7.071 2.049 0.42
N 0.510923 -0.211068 1.212091 -0.623 -0.019 -3.831 -0.10
C -0.017379 1.062638 1.228755 -3.548 2.047 5.968 0.24
O -0.486818 1.578879 2.390681 2.956 -1.822 -6.699 -0.61
N -0.202815 1.446093 -0.108575 -2.137 2.718 -1.505 -0.21
C -0.079337 0.292954 -1.010986 -1.320 3.858 0.575 0.43
N -0.241955 0.300017 -2.246229 0.616 -1.650 -1.530 -0.67
H -0.056469 -0.684331 -2.689765 -0.604 2.200 1.393 0.31
H 0.731571 -0.829256 1.963450 -0.350 0.233 0.651 0.24
H -0.844830 2.345948 -0.462507 2.504 -3.294 1.759 0.34
```
Positions in Å, forces in eV/Å.

Computed properties:
ΔE to the lowest compared entry with this formula, charge and spin = 1.846 eV
net charge = 0
molar mass = 112.09 g mol⁻¹
largest force on an atom = 0.14876 hartree/bohr
E_tot = -410.9354 hartree
LUMO = -0.57 eV